C49H46BCl2N6OS3SiW | the ωB97M-V functional and the def2-TZVPD basis

Calculated values
2S+1: 3
LUMO energy (alpha / beta): 2.45 / 1.92 eV
charge: -1
Kohn-Sham gap (alpha / beta): 5.91 / 7.02 eV
F_max: 5.23 eV Å⁻¹
ΔE to the lowest compared entry with this formula, charge and spin: 346.8 kcal per mole
HOMO energy (alpha / beta): -0.127 / -0.188 Eh
electronic energy: -4794.78343 hartree

Last column: Löwdin charge in e.
Element x y z (Å)
W 0.46355 0.10111 -0.19805  1.27
C 3.55717 -2.82190 0.53504  -0.03
N 3.33878 -2.25612 1.85251  -0.09
C 3.37178 -2.92979 3.05028  -0.05
C 3.11819 -2.01223 4.01040  -0.06
N 2.94450 -0.78666 3.40713  -0.01
B 2.79840 0.51665 4.24559  -0.44
N 1.80019 1.56041 3.63093  0.00
C 1.94563 2.89203 3.93671  -0.06
C 0.90699 3.56921 3.39714  -0.08
N 0.12802 2.64113 2.75268  -0.11
C -1.09985 2.91828 2.02774  -0.05
C 0.68321 1.42055 2.91024  -0.65
S 0.02035 -0.04364 2.26420  0.70
C 3.08857 -0.94666 2.08461  -0.70
S 2.97776 0.21445 0.82482  0.68
H 3.79010 -3.87723 0.65120  0.09
H 4.37911 -2.30331 0.04433  0.09
H 2.65968 -2.71258 -0.07500  0.05
H 3.51704 -3.99281 3.10240  0.11
H 3.02842 -2.12403 5.07516  0.11
H 2.39308 0.18320 5.33730  0.07
H 3.86801 1.07848 4.31390  0.07
H 2.79304 3.24101 4.49760  0.12
H 0.66955 4.61743 3.38311  0.11
H -1.22297 3.99789 1.98074  0.08
H -1.94692 2.46916 2.54489  0.09
H -1.02436 2.51737 1.01926  0.04
C 4.35546 -1.34927 -4.99630  -0.05
C 3.74564 0.05549 -5.11169  -0.54
C 4.32279 0.75201 -6.35592  -0.06
C 4.19827 0.87574 -3.89910  -0.05
C 2.23457 -0.08507 -5.28369  -0.20
C 1.65779 -0.55677 -6.45932  -0.10
C 0.24634 -0.66445 -6.34395  -0.14
C -0.09085 -0.25199 -5.07395  -0.52
S -1.80554 -0.13117 -4.49670  1.04
C -1.59708 -0.05956 -2.80659  -0.59
N -0.38074 0.04789 -2.22663  -0.39
C 1.12659 0.11079 -4.41428  -0.35
C 2.00001 -0.18595 -1.82415  -0.53
C -2.51487 0.04578 -1.70472  -0.26
C -3.90341 -0.01359 -1.86391  -0.06
C -4.73446 0.06366 -0.76187  -0.12
C -4.16651 0.18957 0.49864  -0.11
C -2.77760 0.22776 0.65136  -0.18
C -1.88190 0.14892 -0.40984  -0.17
H 5.43898 -1.28762 -4.85891  0.08
H 4.15143 -1.94001 -5.89160  0.08
H 3.92829 -1.88287 -4.14411  0.07
H 5.41253 0.79516 -6.28389  0.08
H 3.94179 1.77308 -6.42950  0.09
H 4.06787 0.23252 -7.27860  0.07
H 5.25097 1.13996 -4.03072  0.08
H 4.10929 0.33060 -2.96270  0.06
H 3.63897 1.80538 -3.79732  0.07
H 2.22234 -0.82736 -7.33980  0.10
H -0.45415 -1.01002 -7.08842  0.09
H 2.56719 -1.08893 -1.94899  0.04
H -4.31806 -0.11997 -2.86113  0.10
H -5.81023 0.02343 -0.88385  0.09
H -4.79743 0.24586 1.37834  0.09
H -2.39325 0.28933 1.65989  0.02
Cl 0.99843 0.47712 -2.73389  1.09
C 1.22864 2.30724 -2.68955  -0.20
C 1.38829 3.07120 -3.82012  -0.08
C 1.66107 4.41766 -3.63119  -0.09
C 1.72017 4.93433 -2.33547  -0.12
C 1.44604 4.14696 -1.23735  -0.59
Cl 1.45206 4.85942 0.35078  0.70
C 1.08570 2.78751 -1.36208  -0.41
N 0.62053 1.96968 -0.41206  -0.18
H 1.36175 2.61416 -4.80234  0.12
H 1.83791 5.06269 -4.48040  0.10
H 1.95844 5.97774 -2.17589  0.10
O 0.21410 -1.95064 -0.15794  -0.47
Si 0.09775 -3.54581 -0.22303  0.46
C -1.68530 -4.13059 -0.34745  -0.20
C -1.94369 -5.49904 -0.47680  -0.09
C -3.23890 -5.98451 -0.56690  -0.10
C -4.31136 -5.10074 -0.52920  -0.11
C -4.07618 -3.74072 -0.40203  -0.08
C -2.77329 -3.26167 -0.31211  -0.06
C 0.70970 -4.39808 1.35584  -0.21
C 0.12718 -3.98984 2.55857  -0.08
C 0.38829 -4.64462 3.75245  -0.09
C 1.23391 -5.74602 3.77100  -0.11
C 1.83483 -6.16479 2.59288  -0.11
C 1.58056 -5.48877 1.40481  -0.11
C 0.95001 -4.18057 -1.78592  -0.20
C 1.44321 -5.45930 -2.05958  -0.11
C 1.96637 -5.77917 -3.30596  -0.10
C 1.99518 -4.82890 -4.31870  -0.09
C 1.48072 -3.56136 -4.08625  -0.06
C 0.96630 -3.25593 -2.83449  -0.08
H -1.11618 -6.20313 -0.50659  0.10
H -3.41491 -7.04904 -0.66783  0.09
H -5.32584 -5.47502 -0.60096  0.09
H -4.90251 -3.04044 -0.37551  0.09
H -2.60568 -2.19868 -0.21608  0.07
H -0.54793 -3.14202 2.55889  0.09
H -0.07344 -4.29850 4.66928  0.10
H 1.42666 -6.27083 4.69889  0.10
H 2.50128 -7.02000 2.59742  0.10
H 2.07049 -5.82824 0.49909  0.08
H 1.41451 -6.23529 -1.30257  0.08
H 2.34942 -6.77653 -3.48782  0.09
H 2.40740 -5.07988 -5.28889  0.10
H 1.47415 -2.81172 -4.86660  0.09
H 0.55022 -2.27328 -2.66350  0.07